Record 1
C63H134N7O8 | ωB97M-V/def2-TZVPD

XYZ file:
```
212
Properties=species:S:1:pos:R:3:forces:R:3:mulliken_charge:R:1
C 22.03029 -18.62073 -11.22887 0.0 -0.3 -0.2 -1.21
C 21.73145 -19.51469 -10.17031 0.7 1.8 4.4 0.32
C 21.26091 -20.94337 -10.53920 -0.4 -1.9 5.1 0.21
O 21.00801 -21.85263 -9.65711 0.9 2.7 -1.5 -0.77
C 21.00140 -21.26188 -11.82955 0.3 0.9 -2.3 -0.01
C 21.12424 -20.25955 -12.87300 1.3 0.1 1.0 -0.77
C 21.98707 -18.94955 -12.60415 -1.2 -0.6 -0.2 0.59
O 22.36765 -18.25005 -13.54747 -0.2 -0.5 0.2 -0.36
O 20.56582 -20.48510 -13.92406 -0.3 0.6 -1.6 -0.61
O 21.88276 -19.07628 -8.92809 -0.9 -2.6 -4.8 -0.59
H 22.27577 -17.60920 -10.94088 0.1 0.0 0.0 0.98
H 20.67052 -22.24850 -12.11850 0.0 -0.1 0.1 1.36
C 13.80990 -21.45324 -14.34685 0.2 0.0 -0.3 -0.80
O 15.26234 -21.66377 -14.26671 0.6 0.7 1.0 -0.31
C 16.10976 -20.76057 -14.97178 0.2 -0.9 -0.7 -0.71
C 17.68109 -21.03588 -14.81924 -1.0 -0.2 0.4 -0.09
N 18.01205 -21.19961 -13.34448 -1.5 -1.6 -0.5 1.49
H 18.98032 -21.01900 -13.12099 0.4 0.2 -0.5 -0.83
H 17.43297 -20.53040 -12.85772 -0.4 0.1 0.6 0.49
C 17.68280 -22.58822 -12.82559 -0.3 -1.3 0.6 -1.06
C 17.59085 -22.62618 -11.30748 -0.3 1.6 0.8 0.00
O 16.64109 -21.58950 -10.91982 1.3 -0.2 1.4 -0.38
C 16.65494 -21.31905 -9.45219 -1.0 -0.2 -1.3 -0.75
H 13.52365 -20.42579 -14.57166 0.4 0.1 -0.5 0.36
H 13.29153 -21.62864 -13.40417 0.8 -0.4 0.3 0.27
H 13.41532 -22.17261 -15.06441 0.0 0.3 -0.2 0.29
H 15.95705 -19.70638 -14.74053 -0.3 0.2 0.4 0.47
H 15.85382 -20.91721 -16.01965 0.4 0.4 -0.4 0.52
H 18.32021 -20.22629 -15.17165 -0.6 0.3 0.1 -0.52
H 18.04641 -21.87813 -15.40683 -0.3 -0.4 0.5 0.44
H 18.45580 -23.28587 -13.14784 0.3 0.3 -0.1 0.52
H 16.76859 -23.01881 -13.23412 -0.1 0.9 -0.3 0.43
H 18.57190 -22.44074 -10.87018 0.3 0.5 0.2 -0.22
H 17.30855 -23.56799 -10.83695 -0.3 -0.4 -0.7 0.63
H 16.73442 -22.24219 -8.87808 0.2 -0.1 -0.1 0.37
H 15.67819 -20.88841 -9.23175 -0.1 -0.2 -0.1 0.38
H 17.37062 -20.57009 -9.11311 0.6 -0.2 -0.5 0.16
C 21.86163 -14.56513 -12.97518 -1.3 0.6 -0.4 -0.88
O 20.41246 -14.79894 -12.90935 1.5 -0.6 0.2 0.27
C 19.61881 -13.94501 -13.68771 -0.9 -0.3 0.1 -0.38
C 19.28604 -14.42652 -15.10110 1.5 -0.8 -0.1 -0.88
N 18.81657 -15.88784 -15.11149 -0.2 0.5 -0.1 0.12
H 18.07055 -15.89537 -14.43068 -0.3 -0.2 0.3 0.45
H 18.34637 -16.06750 -15.98713 0.0 0.1 -0.8 0.51
C 19.70492 -17.11385 -14.83857 -0.9 0.4 -0.1 -0.05
C 19.81267 -18.05158 -16.04286 0.6 0.6 -0.9 -0.16
O 20.08379 -17.30120 -17.23672 0.0 -0.4 1.9 -0.46
C 20.08037 -18.11455 -18.40888 -0.3 0.7 -0.1 -0.69
H 22.41687 -15.28138 -12.36953 -0.5 -0.3 -0.2 -0.36
H 22.07068 -13.57185 -12.57797 0.0 0.1 0.0 0.60
H 22.15301 -14.58966 -14.02523 0.4 -0.2 0.0 0.51
H 20.01910 -12.93409 -13.76457 0.0 0.1 0.1 0.49
H 18.67459 -13.94108 -13.14317 -0.2 0.5 0.1 -0.03
H 20.19565 -14.37115 -15.69913 -0.2 -0.1 -0.4 0.30
H 18.48296 -13.84892 -15.55883 0.1 0.1 0.1 0.56
H 19.07285 -17.61287 -14.10402 0.8 -0.3 0.4 0.20
H 20.63364 -16.73596 -14.41105 -0.1 -0.4 -0.2 -0.61
H 18.97264 -18.72775 -16.20176 -0.8 0.6 0.1 0.82
H 20.57401 -18.79001 -15.79152 0.7 0.2 0.0 -0.18
H 19.05047 -18.21785 -18.75055 0.0 -0.2 -0.2 0.38
H 20.51440 -19.09491 -18.21238 0.2 0.0 -0.1 0.22
H 20.64923 -17.51794 -19.12201 -0.1 -0.5 -0.2 0.32
C 29.42589 -23.90321 -12.06996 1.9 -0.2 -1.9 -1.61
C 28.25743 -23.87486 -11.20522 -1.6 0.9 1.7 -0.13
C 27.29707 -22.69125 -11.58723 -0.1 -1.5 0.3 -0.64
N 25.97074 -22.59218 -10.74833 -0.5 1.7 -0.8 0.92
C 25.15730 -23.90455 -10.70739 2.7 -0.4 1.3 -0.89
C 23.98227 -23.90915 -9.74094 1.2 0.9 -0.3 -0.33
C 24.48497 -23.35422 -8.33298 -0.6 -2.0 -0.9 -1.17
C 25.09325 -21.98599 -8.36069 0.4 -0.4 -0.6 0.88
C 26.32816 -22.04148 -9.31194 -0.9 -0.5 -0.4 -1.24
C 25.08569 -21.58199 -11.45445 -0.1 -0.4 0.0 -1.21
H 29.20442 -24.00554 -13.13230 -0.3 0.1 -0.1 0.38
H 30.06014 -24.76596 -11.86631 0.0 0.0 0.3 0.42
H 30.05834 -23.02093 -11.97155 0.0 0.1 0.1 0.38
H 28.65822 -23.77219 -10.19679 -0.3 0.2 0.3 0.28
H 27.73549 -24.83173 -11.19671 -0.2 0.1 -0.3 0.32
H 27.04853 -22.85990 -12.63503 -0.6 -0.1 0.0 0.35
H 27.77589 -21.71221 -11.60489 0.0 0.0 0.7 0.40
H 25.91576 -24.54418 -10.25604 -0.1 -0.5 -0.2 0.48
H 25.01211 -24.24791 -11.73166 -0.3 0.3 0.0 0.52
H 23.68105 -24.95668 -9.73580 -0.2 0.1 0.4 0.59
H 23.22792 -23.35597 -10.30045 -0.7 0.3 0.9 -0.24
H 25.31011 -23.97350 -7.98121 0.2 -0.6 -0.5 0.47
H 23.79332 -23.60915 -7.53002 -0.6 0.8 -0.2 0.41
H 25.44964 -21.83331 -7.34197 0.2 0.6 -0.1 0.55
H 24.35949 -21.22201 -8.61767 0.2 0.3 -0.1 -0.59
H 27.08224 -22.74912 -8.96737 -0.1 0.1 0.2 0.54
H 26.80235 -21.06528 -9.41339 0.0 -0.1 -0.4 0.30
H 24.21393 -21.35560 -10.84055 0.4 0.4 0.3 -0.19
H 24.62144 -21.99818 -12.34851 0.5 -0.5 -0.1 0.62
H 25.67004 -20.72120 -11.77950 -0.1 0.1 0.5 0.43
C 20.59789 -15.94348 -9.53684 -0.6 -0.2 0.4 -1.17
C 19.40537 -15.14515 -9.02518 0.6 0.3 -0.8 -0.55
C 18.73209 -14.36559 -10.16537 -1.4 0.1 1.3 -0.38
N 17.46500 -13.61585 -9.70662 0.9 0.7 2.1 0.46
C 17.97390 -12.57843 -8.62068 -1.5 0.9 -0.6 -0.70
C 16.83251 -11.59560 -8.24891 -0.4 -2.0 2.0 -0.86
C 16.18828 -10.97726 -9.42810 0.6 0.3 -0.2 -0.58
C 15.65110 -11.96279 -10.44324 0.7 -1.2 -1.3 -0.75
C 16.74335 -13.00180 -10.91869 -0.2 1.2 1.4 -0.71
C 16.55322 -14.53274 -8.87934 -0.3 -0.9 -1.9 -1.00
H 21.30726 -15.30898 -10.06817 0.0 -0.1 -0.1 0.19
H 20.22526 -16.76472 -10.14905 0.4 -0.1 -0.2 0.14
H 21.04672 -16.32435 -8.61946 0.4 -0.4 -0.4 0.45
H 19.89013 -14.48166 -8.30901 -0.7 0.2 0.2 0.38
H 18.73249 -15.85453 -8.54341 0.0 0.3 0.1 0.37
H 18.29185 -15.00880 -10.92732 0.8 -0.2 -0.3 0.27
H 19.41943 -13.59867 -10.52243 -0.2 -0.2 -0.4 0.24
H 18.79462 -11.98434 -9.02264 0.1 -0.3 -0.3 0.33
H 18.32447 -13.19938 -7.79628 -0.1 0.3 -0.1 0.53
H 17.14285 -10.92129 -7.45072 0.7 0.5 -0.6 0.48
H 16.05077 -12.06622 -7.65266 -0.1 -0.9 -0.1 0.38
H 17.04714 -10.44007 -9.83048 -0.6 0.8 -0.9 0.25
H 15.36872 -10.33661 -9.10252 0.3 0.3 -0.2 0.41
H 15.42406 -11.40614 -11.35246 -0.3 0.0 0.0 0.39
H 14.73473 -12.48549 -10.16908 0.0 0.2 0.3 0.39
H 17.44001 -12.41473 -11.51712 0.6 -0.1 0.4 0.40
H 16.43805 -13.80852 -11.58510 -0.5 -0.2 0.4 0.43
H 16.92455 -14.80571 -7.89156 0.1 0.6 -0.2 0.36
H 16.50512 -15.44112 -9.47986 0.1 -0.3 0.1 0.38
H 15.50764 -14.22522 -8.86141 0.4 0.7 0.2 0.38
C 22.11181 -23.67813 -15.17156 -0.4 -0.4 0.2 -0.85
C 23.04657 -22.93934 -16.09385 0.1 -0.2 -1.1 -0.91
C 23.15959 -21.46734 -15.73971 0.2 -0.9 -1.7 1.44
N 23.92779 -20.66396 -16.80291 1.3 1.9 1.3 0.50
C 23.35215 -20.64518 -18.24461 1.6 -0.5 1.0 -0.61
C 24.13173 -19.66766 -19.19310 -1.0 1.7 0.9 -0.98
C 24.01672 -18.16745 -18.59157 -0.3 -1.9 0.0 -0.82
C 24.49413 -18.21311 -17.16097 0.1 1.1 1.0 -0.93
C 23.85429 -19.18869 -16.20479 1.2 -1.5 -1.2 0.86
C 25.45316 -21.13832 -16.89124 -2.2 0.6 0.1 -0.93
H 22.57794 -23.80825 -14.19489 0.0 -0.4 0.1 0.19
H 21.81061 -24.62007 -15.62995 0.4 -0.3 0.4 0.48
H 21.14749 -23.20440 -14.98773 0.0 0.6 -0.2 -0.07
H 22.75115 -23.09421 -17.13156 -0.8 0.5 -0.1 0.41
H 24.00018 -23.45852 -16.18964 0.4 0.1 0.8 0.40
H 23.65476 -21.36927 -14.77364 0.2 0.4 -0.1 -0.09
H 22.15840 -21.04199 -15.67065 0.1 0.2 0.0 -0.80
H 22.28927 -20.45398 -18.09685 0.1 0.1 -0.5 0.35
H 23.54669 -21.68570 -18.50454 -0.6 0.1 -0.7 0.52
H 23.66658 -19.75368 -20.17511 -0.2 0.1 0.1 0.54
H 25.17872 -19.90285 -19.38436 -0.1 -0.4 0.4 0.36
H 22.96321 -17.89262 -18.53997 -0.2 0.0 -0.3 0.05
H 24.54789 -17.34751 -19.07492 0.0 -0.5 -0.6 0.52
H 24.27306 -17.25241 -16.69591 -0.1 0.4 0.0 0.54
H 25.57919 -18.24774 -17.06333 0.2 -0.4 -0.3 0.40
H 22.83203 -18.95783 -15.90512 0.0 -0.2 -0.4 -0.81
H 24.46646 -19.19954 -15.30300 -0.2 -0.3 0.1 0.02
H 25.75257 -21.25651 -15.84986 0.3 -0.2 -0.3 0.17
H 26.03600 -20.39479 -17.43490 -0.2 0.0 0.4 0.54
H 25.44335 -22.04711 -17.49299 0.1 -0.1 0.4 0.38
C 27.91166 -14.65507 -15.95486 0.5 0.7 -0.3 -1.46
C 27.43168 -15.82780 -15.18225 -0.3 -1.2 -0.1 0.10
C 26.71549 -15.25667 -13.95492 0.8 -1.4 0.6 -0.89
N 26.36282 -16.30922 -12.81803 -2.7 0.5 -1.8 0.22
C 27.58337 -16.98790 -12.23232 -0.1 1.5 0.2 -0.77
C 27.34152 -17.65688 -10.91739 -1.5 0.4 1.8 0.22
C 26.26816 -17.01368 -9.91735 0.1 -0.5 -0.9 -1.26
C 24.99558 -16.49203 -10.59177 1.4 0.4 -0.5 0.80
C 25.47627 -15.57085 -11.78921 0.1 -1.3 1.4 -0.98
C 25.37494 -17.31730 -13.47482 2.2 -0.1 0.5 -1.35
H 28.52009 -14.94480 -16.81158 0.0 0.1 0.1 0.42
H 28.51798 -14.08722 -15.24916 0.1 0.6 -0.6 0.38
H 27.04914 -14.10114 -16.32543 0.2 0.4 0.0 0.34
H 28.26560 -16.51041 -15.01877 0.1 0.2 0.8 0.39
H 26.81730 -16.40344 -15.87454 -0.7 -0.1 0.4 -0.07
H 25.81040 -14.74703 -14.28533 -0.2 -0.2 0.4 0.48
H 27.37231 -14.53538 -13.46869 -0.1 0.0 0.1 0.70
H 28.27014 -16.17067 -12.01191 0.2 0.1 -0.5 0.43
H 28.01880 -17.66817 -12.96427 -0.1 0.3 -0.1 0.34
H 28.23123 -17.52786 -10.30107 0.4 -0.8 -0.5 0.55
H 27.05979 -18.69929 -11.06611 0.3 -0.2 0.2 -0.46
H 26.68599 -16.20018 -9.32427 0.3 -0.1 -0.1 0.47
H 26.00408 -17.82649 -9.24082 0.1 0.2 0.2 0.34
H 24.49178 -15.83853 -9.87959 -0.2 0.1 -0.1 0.67
H 24.33640 -17.34015 -10.77689 -0.1 0.3 -0.7 -0.94
H 26.08180 -14.80879 -11.29863 0.1 0.2 -0.3 0.68
H 24.61908 -15.10575 -12.27605 0.4 -0.1 -0.4 0.29
H 24.59839 -16.77183 -14.01104 -0.2 -0.2 0.6 0.28
H 25.12151 -18.02644 -12.68680 -0.8 0.4 -0.1 0.21
H 25.94520 -17.92072 -14.18107 0.1 0.3 -0.2 0.80
C 23.96491 -19.66545 -5.67786 0.4 0.4 -0.4 -1.19
C 22.47866 -19.70146 -5.36740 -1.1 -1.5 -1.7 -0.30
C 21.74413 -20.94373 -6.11380 0.4 0.4 2.1 -0.27
N 20.20390 -21.07820 -5.89264 0.2 -0.8 -1.0 0.56
C 19.86285 -21.14129 -4.36828 0.1 0.9 -1.0 -0.55
C 18.35459 -21.09475 -4.06772 0.1 -0.2 0.3 -0.81
C 17.65978 -19.99484 -4.82793 0.0 0.3 -0.7 -0.90
C 17.86553 -20.12036 -6.34827 1.6 0.2 -0.5 -0.51
C 19.39169 -19.97403 -6.68981 -0.1 0.0 2.2 0.03
C 19.86986 -22.49437 -6.42801 -1.1 1.4 -0.1 -0.79
H 24.52830 -20.43694 -5.15298 -0.1 -0.1 -0.1 0.43
H 24.41484 -18.71297 -5.39777 -0.2 0.0 0.5 0.46
H 24.18890 -19.69187 -6.74427 -0.2 -0.4 -0.2 -0.05
H 21.97010 -18.83917 -5.79860 0.2 0.4 0.6 0.22
H 22.39613 -19.82174 -4.28720 -0.5 0.3 -0.1 0.45
H 22.13691 -21.83372 -5.62212 0.0 -0.2 0.0 0.57
H 21.97152 -21.07296 -7.17194 -0.3 0.6 -0.1 -0.26
H 20.34026 -20.25440 -3.95165 -0.1 -0.1 0.1 0.41
H 20.39785 -22.02865 -4.02995 -0.2 0.0 0.2 0.35
H 18.24926 -20.78991 -3.02653 0.2 -0.5 0.2 0.46
H 17.84078 -22.04758 -4.19510 0.2 -0.1 0.0 0.31
H 18.08763 -19.07033 -4.44022 0.3 0.4 -0.5 0.31
H 16.61350 -19.86300 -4.55217 -0.1 -0.6 -0.1 0.43
H 17.31381 -19.34924 -6.88593 0.1 0.1 -0.1 0.49
H 17.63611 -21.07317 -6.82537 -0.9 -0.2 0.6 0.18
H 19.71598 -19.03114 -6.24948 0.2 0.0 0.1 0.35
H 19.70549 -19.93202 -7.73281 -0.1 -0.7 0.0 -0.36
H 18.85137 -22.72115 -6.11278 0.2 -0.2 0.4 0.46
H 20.58398 -23.21854 -6.03598 -0.1 0.2 -0.2 0.36
H 19.77233 -22.43273 -7.51189 0.8 -0.2 0.0 0.09
```
Positions in Å, forces in eV/Å.

## Properties
* spin multiplicity: 2
* HOMO level (alpha / beta): -20.45 / -20.17 eV
* gap between HOMO and LUMO (alpha / beta): 7.59 / 5.23 eV
* net charge: +6



Record 2
C9H14 | ωB97M-V/def2-TZVPD

XYZ file:
```
23
Properties=species:S:1:pos:R:3:forces:R:3:mulliken_charge:R:1
C 0.05607 -2.02789 -2.04396 -0.7 -0.3 0.1 -1.12
C -1.54253 -0.14019 -1.22507 0.2 -0.6 -0.5 -0.85
C -0.21394 -0.67587 -1.45910 0.2 0.0 1.0 0.79
C -1.72181 1.07252 -0.62394 -0.3 0.4 0.2 -0.12
C 0.82672 0.19959 -1.13571 0.3 1.1 0.2 -0.63
C -0.65523 1.88228 -0.17179 -0.3 0.1 -0.4 -0.82
C 0.63112 1.49059 -0.63186 0.5 -1.0 -0.1 -0.45
H -2.40598 -0.73882 -1.50787 0.0 0.1 -0.1 0.05
H -2.72548 1.48353 -0.50811 -0.1 -0.3 0.1 0.45
H 0.45320 -2.83343 -1.40763 -0.1 0.3 0.4 0.22
H 0.77080 -2.01254 -2.87603 -0.1 0.2 -0.3 0.32
H 1.87550 -0.08639 -1.23253 -0.1 -0.2 -0.5 0.06
H -0.88733 2.84256 0.27002 0.2 0.1 -0.1 0.35
H 1.51301 2.12220 -0.64804 -0.1 0.2 0.5 0.46
H -0.92425 -2.40645 -2.37061 0.3 -0.2 -0.4 0.30
C 1.76713 -0.69411 2.94357 -1.6 -0.9 -0.7 -0.76
C 0.28685 -0.27522 3.12719 0.6 -1.1 0.8 -0.81
H 2.42180 0.08026 3.31815 0.4 -0.2 0.1 0.27
H 1.87711 -1.69493 3.37061 0.5 0.3 0.7 0.31
H 1.92773 -0.93228 1.89246 0.3 0.7 -0.2 0.17
H -0.37726 -1.12140 2.92995 0.1 0.1 -0.8 0.28
H 0.03998 0.58656 2.51747 -0.3 0.1 0.2 0.18
H 0.10858 -0.19166 4.20770 0.0 0.9 -0.1 0.34
```
Positions in Å, forces in eV/Å.

## Properties
* spin multiplicity: 2
* energy above the lowest of the compared OMol25 structures with the same formula, charge and spin: 0.536 eV
* HOMO level (alpha / beta): 0.95 / -3.47 eV
* gap between HOMO and LUMO (alpha / beta): 2.95 / 7.29 eV
* net charge: -1